# 1
ORCA calculation (ωB97M-V/def2-TZVPD) on a 2-piece molecular cluster, C3H5Cl2O4P overall in a non-equilibrium geometry.

The largest force on an atom is 5.3 eV Å⁻¹. As for the lowest unoccupied orbital energy: 4.92 eV. The calculation puts the energy above the lowest of the compared OMol25 structures with the same formula, charge and spin at 0.000 eV. The charge is -2. The calculation puts the total energy at -1680.1895 a.u. As for the HOMO energy: -2.10 eV. The frontier orbital gap is 0.258 hartree.

Positions of all 15 atoms, in Å:
Cl: 9.233 1.834 2.112
Cl: -0.569 -1.442 -1.945
P: -2.060 0.599 -0.297
O: 1.615 0.289 -1.175
O: -1.953 1.267 1.046
O: -3.283 -0.053 -0.777
O: -1.489 1.699 -1.398
C: -0.549 -1.539 0.683
C: -0.555 -0.522 -0.362
C: 0.792 0.252 -0.361
H: -0.642 -1.048 1.640
H: 0.529 -1.898 0.714
H: -1.207 -2.431 0.710
H: 0.815 0.726 0.643
H: -0.677 2.267 -1.234



# 2
ORCA calculation (ωB97M-V/def2-TZVPD) on a 2-piece molecular cluster, C3H5Cl2P overall in a non-equilibrium geometry.

The largest force on an atom is 3.2 eV Å⁻¹. As for the lowest unoccupied orbital energy: -0.74 eV. The calculation puts the energy above the lowest of the compared OMol25 structures with the same formula, charge and spin at 1.051 eV. The charge is 0. The calculation puts the total energy at -1378.9537 a.u. As for the HOMO energy: -9.08 eV. The SMILES is [H]/P=C(/Cl)C=C.Cl. The frontier orbital gap is 0.306 hartree.

Positions of all 11 atoms, in Å:
Cl: -1.170 -2.357 -0.980
Cl: -1.490 1.171 1.592
P: -1.743 1.062 -1.256
C: 0.553 0.159 0.025
C: 1.321 0.121 1.114
C: -0.789 0.750 0.063
H: 0.796 -0.154 -0.951
H: 2.369 -0.342 0.950
H: -0.650 0.657 -2.327
H: -0.132 -1.650 -0.264
H: 0.936 0.584 2.034



# 3
ORCA calculation (ωB97M-V/def2-TZVPD) on one molecule with the formula C3H5ClN2S in a non-equilibrium geometry.

The largest force on an atom is 5.3 eV Å⁻¹. As for the lowest unoccupied orbital energy: 0.48 eV. The calculation puts the energy above the lowest of the compared OMol25 structures with the same formula, charge and spin at 1.773 eV. The charge is 0. The calculation puts the total energy at -1085.1140 a.u. As for the HOMO energy: -8.32 eV. The SMILES is N/C=C(Cl)\C=N/S. The frontier orbital gap is 0.323 hartree.

Positions of all 12 atoms, in Å:
Cl: -0.494 2.455 0.183
S: -3.220 0.128 -0.262
N: 1.832 -0.814 -0.228
N: -1.933 -0.904 0.506
C: -0.719 -0.466 0.676
C: 1.214 0.356 -0.157
C: -0.019 0.730 0.224
H: 1.809 1.253 -0.520
H: -2.533 1.248 -0.616
H: 1.288 -1.669 -0.427
H: 2.828 -0.916 -0.528
H: -0.053 -1.401 1.149



# 4
ORCA calculation (ωB97M-V/def2-TZVPD) on one molecule with the formula C3H5ClN2S2 in a non-equilibrium geometry.

The largest force on an atom is 1.5 eV Å⁻¹. As for the lowest unoccupied orbital energy: 0.04 eV. The calculation puts the energy above the lowest of the compared OMol25 structures with the same formula, charge and spin at 0.000 eV. The charge is 0. The calculation puts the total energy at -1483.3741 a.u. As for the HOMO energy: -8.79 eV. The SMILES is NC(=S)/C(CCl)=N\S. The frontier orbital gap is 0.325 hartree.

Positions of all 13 atoms, in Å:
Cl: 0.455 -0.015 -2.738
S: -2.147 -1.354 0.248
S: 0.867 0.749 2.252
N: -1.458 1.205 0.197
N: 1.274 -0.026 0.789
C: -1.105 -0.080 0.119
C: 0.373 -0.325 -0.042
C: 0.789 -1.044 -1.308
H: 2.121 0.679 2.728
H: 1.871 -1.206 -1.253
H: -0.790 1.947 0.074
H: 0.215 -1.975 -1.407
H: -2.465 1.444 0.339



# 5
ORCA calculation (ωB97M-V/def2-TZVPD) on a 2-piece molecular cluster, C3H5ClNO2 overall in a non-equilibrium geometry.

The largest force on an atom is 5.2 eV Å⁻¹. As for the lowest unoccupied orbital energy: -6.25 eV. The calculation puts the energy above the lowest of the compared OMol25 structures with the same formula, charge and spin at 2.682 eV. The charge is +1. The calculation puts the total energy at -782.3551 a.u. As for the HOMO energy: -14.42 eV. The frontier orbital gap is 0.300 hartree.

Positions of all 12 atoms, in Å:
Cl: 3.090 0.469 1.234
O: -0.423 0.373 0.918
O: 3.314 -1.517 -1.394
N: -0.046 -0.894 -1.997
C: 2.439 -1.187 -0.711
C: 0.494 -0.312 0.361
C: 1.869 -0.258 0.082
H: 0.204 0.100 -2.007
H: 0.097 -1.377 0.428
H: -0.913 -1.213 -2.482
H: -0.256 1.341 1.001
H: 0.654 -1.638 -2.165



# 6
ORCA calculation (ωB97M-V/def2-TZVPD) on one molecule with the formula C3H5ClO in a non-equilibrium geometry.

The largest force on an atom is 7.0 eV Å⁻¹. As for the lowest unoccupied orbital energy: 0.67 eV. The calculation puts the energy above the lowest of the compared OMol25 structures with the same formula, charge and spin at 3.345 eV. The charge is 0. The calculation puts the total energy at -652.6104 a.u. As for the HOMO energy: -9.74 eV. The SMILES is C=C(Cl)CO. The frontier orbital gap is 0.383 hartree.

Positions of all 10 atoms, in Å:
Cl: 2.075 -0.752 -0.009
O: -0.207 0.958 -1.788
C: 0.413 -0.482 0.240
C: -0.427 -1.132 1.009
C: -0.155 0.699 -0.254
H: -0.091 -1.713 1.887
H: 0.380 1.604 0.219
H: 0.819 0.733 -2.072
H: -1.254 0.886 0.290
H: -1.553 -0.800 0.479